#P
A cluster of 2 separate species, CH4FNP2 in total. Source: the Open Molecules 2025 dataset; level of theory: wB97M-V/def2-TZVPD.

Bonds (Å) are listed after each position.
Positions of all 9 atoms, in Å:
1 C -2.01 -0.63 0.26  N2 1.207, F3 1.484, H8 0.932
2 N -1.17 0.22 0.11  C1 1.207, H6 1.020
3 F -3.42 -0.75 -0.19  C1 1.484
4 P 1.58 0.95 -0.36  P5 1.971, H7 1.448
5 P 3.08 -0.26 0.03  P4 1.971, H9 1.507
6 H -1.16 1.10 -0.42  N2 1.020
7 H 0.77 0.69 0.82  P4 1.448
8 H -1.83 -1.42 0.71  C1 0.932
9 H 4.16 0.11 -0.96  P5 1.507

**Frontier orbital gap**: 8.2 eV
**Net charge**: 0
**HOMO**: -9.02 eV
**2S+1**: 1

#Q
An isolated molecule of CH4FNP2. Source: the Open Molecules 2025 dataset; level of theory: wB97M-V/def2-TZVPD.

Bonds (Å) are listed after each position.
Positions of all 9 atoms, in Å:
1 C 0.60 -1.04 0.24  N2 1.245, P5 1.968, H9 1.090
2 N 0.35 -2.15 -0.27  C1 1.245, H6 1.016
3 F -2.44 -0.04 -0.11  P5 1.739
4 P -0.29 1.76 -0.66  P5 2.176, H7 1.398, H8 1.393
5 P -0.90 0.16 0.68  C1 1.968, F3 1.739, P4 2.176
6 H 1.12 -2.78 -0.47  N2 1.016
7 H -0.92 2.73 0.12  P4 1.398
8 H 0.94 1.95 -0.04  P4 1.393
9 H 1.55 -0.59 0.51  C1 1.090

**Frontier orbital gap**: 9.2 eV
**Net charge**: 0
**HOMO**: -8.92 eV
**2S+1**: 1
**SMILES**: [H]/N=C/P(F)#[PH2]

#Q is the most stable structure; the next one sits 197.9 kJ/mol above it.

#P
A cluster of 14 separate species, C5H39NO13 in total. Source: the Open Molecules 2025 dataset; level of theory: wB97M-V/def2-TZVPD.

Bonds (Å) are listed after each position.
Positions of all 58 atoms, in Å:
1 C -1.03 -1.73 0.69  C2 1.563, N6 1.466, H7 1.132, H8 1.116
2 C 0.17 -2.34 -0.10  C1 1.563, C3 1.516, C4 1.582, H9 1.091
3 C -0.16 -2.76 -1.52  C2 1.516, H10 1.080, H11 1.107, H12 1.118
4 C 0.73 -3.52 0.80  C2 1.582, C5 1.519, H13 1.091, H14 1.099
5 C 1.85 -4.29 0.13  C4 1.519, H15 1.119, H16 1.083, H17 1.082
6 N -0.79 -0.30 0.91  C1 1.466, H18 1.010, H19 1.012
7 H -2.00 -1.96 0.16  C1 1.132
8 H -1.05 -2.23 1.70  C1 1.116
9 H 0.95 -1.58 -0.22  C2 1.091
10 H -1.23 -2.69 -1.71  C3 1.080
11 H 0.42 -2.05 -2.14  C3 1.107
12 H 0.20 -3.76 -1.83  C3 1.118
13 H -0.06 -4.24 1.05  C4 1.091
14 H 1.01 -2.92 1.68  C4 1.099
15 H 2.30 -5.05 0.81  C5 1.119
16 H 1.45 -4.87 -0.69  C5 1.083
17 H 2.65 -3.67 -0.25  C5 1.082
18 H -0.61 0.12 0.01  N6 1.010
19 H -0.11 -0.19 1.65  N6 1.012
20 H -1.79 2.72 3.89  O22 0.963
21 H -1.12 1.66 2.99  O22 0.970
22 O -1.93 1.85 3.50  H20 0.963, H21 0.970
23 H 0.88 1.39 -4.36  O25 0.966
24 H 1.81 0.45 -3.77  O25 0.967
25 O 1.19 1.14 -3.48  H23 0.966, H24 0.967
26 H -2.90 2.17 -1.85  O28 0.978
27 H -3.37 2.49 -0.34  O28 0.975
28 O -3.22 2.86 -1.23  H26 0.978, H27 0.975
29 H 3.66 -1.38 -2.60  O31 0.959
30 H 2.72 -0.47 -1.70  O31 0.985
31 O 2.88 -1.39 -2.03  H29 0.959, H30 0.985
32 H -1.15 4.11 -1.79  O34 0.962
33 H -0.75 2.92 -2.73  O34 0.974
34 O -0.44 3.51 -2.03  H32 0.962, H33 0.974
35 H -2.58 0.55 1.03  O37 0.981
36 H -3.17 1.72 1.86  O37 0.966
37 O -3.25 1.26 1.02  H35 0.981, H36 0.966
38 H 3.87 -1.92 2.21  O40 0.957
39 H 3.94 -1.07 0.88  O40 0.962
40 O 3.79 -1.05 1.83  H38 0.957, H39 0.962
41 H 2.78 1.85 -1.61  O43 0.966
42 H 2.17 1.19 -0.32  O43 0.982
43 O 2.91 1.14 -0.96  H41 0.966, H42 0.982
44 H -3.05 0.64 -2.56  O46 1.008
45 H -1.61 0.71 -3.31  O46 0.959
46 O -2.48 1.11 -3.25  H44 1.008, H45 0.959
47 H 1.93 1.21 3.39  O49 0.961
48 H 2.95 0.67 2.34  O49 0.963
49 O 2.02 0.79 2.53  H47 0.961, H48 0.963
50 H 0.48 -1.76 4.45  O52 0.971
51 H 1.15 -0.69 3.73  O52 0.965
52 O 0.77 -0.85 4.60  H50 0.971, H51 0.965
53 H -0.22 2.55 0.96  O55 0.962
54 H -0.03 2.78 -0.54  O55 0.984
55 O 0.43 2.46 0.26  H53 0.962, H54 0.984
56 H -4.25 0.03 -0.72  O58 0.974
57 H -3.01 -0.88 -0.99  O58 0.973
58 O -3.64 -0.26 -1.41  H56 0.974, H57 0.973

**Frontier orbital gap**: 9.6 eV
**Net charge**: 0
**HOMO**: -9.48 eV
**2S+1**: 1

#Q
A cluster of 14 separate species, C5H39NO13 in total. Source: the Open Molecules 2025 dataset; level of theory: wB97M-V/def2-TZVPD.

Bonds (Å) are listed after each position.
Positions of all 58 atoms, in Å:
1 C -2.15 -0.14 -1.47  N2 1.435, C6 1.549, H7 1.087, H8 1.101
2 N -1.41 1.06 -1.21  C1 1.435, C3 1.485, C5 1.516
3 C -1.80 1.76 0.03  N2 1.485, C4 1.533, H9 1.093, H10 1.094
4 C -2.99 2.68 -0.26  C3 1.533, H11 1.090, H12 1.082, H13 1.095
5 C 0.08 0.77 -1.32  N2 1.516, H14 1.090, H15 1.089, H16 1.064
6 C -2.46 -0.29 -2.98  C1 1.549, H17 1.085, H18 1.076, H19 1.094
7 H -3.13 0.02 -1.03  C1 1.087
8 H -1.88 -1.13 -1.07  C1 1.101
9 H -0.97 2.39 0.37  C3 1.093
10 H -2.03 0.98 0.77  C3 1.094
11 H -3.27 3.22 0.65  C4 1.090
12 H -2.86 3.30 -1.14  C4 1.082
13 H -3.83 2.02 -0.52  C4 1.095
14 H 0.23 0.95 -2.39  C5 1.090
15 H 0.26 -0.26 -1.02  C5 1.089
16 H 0.56 1.50 -0.71  C5 1.064
17 H -2.73 -1.30 -3.27  C6 1.085
18 H -3.17 0.49 -3.22  C6 1.076
19 H -1.57 0.03 -3.52  C6 1.094
20 H -0.39 4.61 -1.90  O22 0.980
21 H -1.30 3.64 -2.49  O22 0.972
22 O -0.66 4.31 -2.79  H20 0.980, H21 0.972
23 H 3.35 1.05 -1.14  O25 0.983
24 H 3.01 1.18 -2.62  O25 0.955
25 O 3.44 0.59 -2.00  H23 0.983, H24 0.955
26 H 1.98 -1.74 0.53  O28 0.979
27 H 1.46 -2.24 1.82  O28 0.982
28 O 2.17 -1.65 1.49  H26 0.979, H27 0.982
29 H 2.01 -1.68 -2.09  O31 0.957
30 H 1.19 -2.75 -1.28  O31 0.968
31 O 1.63 -1.88 -1.24  H29 0.957, H30 0.968
32 H 0.67 -4.63 -0.58  O34 0.962
33 H -0.50 -4.17 -1.44  O34 0.968
34 O 0.46 -4.28 -1.46  H32 0.962, H33 0.968
35 H 0.93 1.74 2.23  O37 0.963
36 H 0.92 0.31 1.67  O37 0.961
37 O 1.51 1.01 1.98  H35 0.963, H36 0.961
38 H -2.37 -2.96 -0.46  O40 0.970
39 H -1.89 -3.62 0.85  O40 0.958
40 O -1.81 -3.66 -0.10  H38 0.970, H39 0.958
41 H 1.37 -0.17 3.63  O43 0.962
42 H 2.66 -0.90 3.58  O43 0.964
43 O 1.94 -0.71 4.19  H41 0.962, H42 0.964
44 H 0.67 -2.23 3.77  O46 0.978
45 H 1.76 -3.15 3.65  O46 0.961
46 O 0.84 -3.10 3.37  H44 0.978, H45 0.961
47 H -1.21 0.04 3.93  O49 0.955
48 H -1.09 -0.43 2.48  O49 0.979
49 O -1.20 0.37 3.03  H47 0.955, H48 0.979
50 H 1.32 3.16 -0.32  O52 0.963
51 H 1.09 3.53 -1.80  O52 0.972
52 O 1.32 3.90 -0.93  H50 0.963, H51 0.972
53 H 3.06 1.55 1.18  O55 0.974
54 H 4.35 1.03 0.60  O55 0.966
55 O 3.70 1.73 0.47  H53 0.974, H54 0.966
56 H -0.27 -2.36 1.83  O58 0.971
57 H -0.44 -1.90 0.39  O58 0.965
58 O -0.55 -1.60 1.30  H56 0.971, H57 0.965

**Frontier orbital gap**: 8.5 eV
**Net charge**: 0
**HOMO**: -8.81 eV
**2S+1**: 1

#P is the most stable structure; the next one sits 74.1 kJ/mol above it.